Record 1
Density functional theory data (wB97M-V/def2-TZVPD) for the ion C8H13N2O with charge +1 at a distorted geometry.

Its total energy is -13522.98569 eV. The calculation puts the largest force on an atom at 5.09 eV/Å. Its HOMO-LUMO gap is 9.16 eV. As for the LUMO energy: -0.1450 hartree. Its total charge is +1.

The geometry in XYZ format:
```
24
Properties=species:S:1:pos:R:3:lowdin_charge:R:1
C -0.15 -1.85 -1.73 -0.1920
C 0.86 -2.05 -0.64 0.0064
C 0.34 -0.59 -2.55 -0.0667
C 0.85 -1.18 0.36 -0.0121
C -0.30 0.63 -2.56 0.0380
C -0.26 -0.26 0.37 -0.2849
C -0.50 0.57 2.77 0.0253
C 0.43 2.03 1.02 0.0669
N -1.39 -0.45 -0.33 0.0637
N -0.46 0.84 1.30 -0.1455
O -1.45 -1.48 -1.10 -0.0364
H -0.47 -2.65 -2.40 0.1646
H 1.71 -2.76 -0.71 0.1477
H 1.39 -0.60 -2.86 0.1163
H 1.45 -1.22 1.25 0.1253
H 0.12 1.37 -3.17 0.0475
H -1.35 0.66 -2.34 0.0639
H -0.97 1.33 3.32 0.0963
H -0.89 -0.42 2.94 0.1085
H 0.57 0.57 3.12 0.1194
H -0.11 2.82 0.67 0.0701
H 0.90 2.24 2.00 0.1009
H 1.19 1.51 0.31 0.1463
H -1.52 0.93 0.96 0.2306
```

---

Record 2
Density functional theory data (wB97M-V/def2-TZVPD) for the molecule C2H5N3OS at a distorted geometry.

Its total energy is -19507.58919 eV. The calculation puts the largest force on an atom at 2.05 eV/Å. Its HOMO-LUMO gap is 8.52 eV. As for the LUMO energy: -0.0152 hartree.

The geometry in XYZ format:
```
12
Properties=species:S:1:pos:R:3:lowdin_charge:R:1
C 0.55 -0.57 -0.12 -0.6617
C 0.13 0.96 -0.16 -0.5171
H -1.74 -0.79 1.04 0.0889
H -2.08 -0.52 -0.48 0.0768
H -0.18 -2.46 -0.26 0.1163
H 1.03 2.75 0.11 0.1061
H 2.12 1.32 0.27 0.0564
N -1.74 -1.26 0.14 0.0303
N -0.42 -1.50 -0.21 -0.0893
N 1.17 1.77 0.11 0.1317
O -1.03 1.30 -0.33 0.0264
S 2.19 -0.99 -0.11 0.6351
```

---

Record 3
Density functional theory data (wB97M-V/def2-TZVPD) for a cluster of 2 separate species, C5H13NO3 in total at a distorted geometry.

Its total energy is -13025.45627 eV. The calculation puts the largest force on an atom at 2.62 eV/Å. Its HOMO-LUMO gap is 9.23 eV. As for the LUMO energy: -0.0036 hartree.

The geometry in XYZ format:
```
22
Properties=species:S:1:pos:R:3:lowdin_charge:R:1
C 1.39 -0.55 -0.06 -0.1768
C 1.28 1.97 -0.55 -0.0039
C 1.81 -0.39 1.40 -0.0912
C 0.60 0.61 -0.67 -0.5857
O 0.27 0.37 -1.96 0.0014
H 0.78 -1.45 -0.17 0.1024
H 2.28 -0.68 -0.69 0.1223
H 0.64 2.72 -1.02 0.0912
H 1.44 2.23 0.50 0.0780
H 2.23 1.94 -1.07 0.0941
H 2.31 -1.30 1.74 0.0733
H 0.95 -0.24 2.04 0.0680
H 2.50 0.44 1.53 0.0698
C -3.05 -1.12 0.28 -0.0736
N -1.76 -1.30 -0.33 -0.0816
O -1.76 -1.26 -1.57 -0.0371
O -0.77 0.72 0.12 -0.0808
H -0.51 -0.32 -1.99 0.0965
H -0.58 0.84 1.05 0.0675
H -3.33 -2.07 0.73 0.0919
H -3.82 -0.76 -0.41 0.0900
H -2.92 -0.40 1.10 0.0845
```

---

- largest force on an atom of number 3 (C5H13NO3)?
  2.62 eV/Å

---

- The highest HOMO-LUMO gap belongs to which entry?
  C5H13NO3